#one
Entry from OMol25: 2 unconnected molecules or ions with the total composition C3H4FN3 (wB97M-V/def2-TZVPD).

Output
- Frontier orbital gap (alpha / beta): 0.215 / 0.215 Ha

Cartesian coordinates (Å):
1 C 2.1054 -0.3677 -0.2324
2 C 1.7665 1.0147 -0.1077
3 C -2.6835 -0.5280 0.2354
4 N 0.9985 -1.0340 -0.1078
5 N 0.4388 1.0757 0.0771
6 N 0.0931 -0.1433 -0.0045
7 F -3.1792 0.4066 -0.5080
8 H 3.1512 -0.7403 -0.2047
9 H 2.2426 1.9714 -0.2180
10 H -2.6143 -1.4798 -0.1648
11 H -2.3192 -0.1752 1.2355

#two
Entry from OMol25: 2 unconnected molecules or ions with the total composition C3H4FN3 (wB97M-V/def2-TZVPD).

Output
- Frontier orbital gap: 0.335 Ha

Cartesian coordinates (Å):
1 C 1.7053 -0.3025 0.7842
2 C 1.8033 0.6462 -0.2447
3 C -2.2092 -0.1799 -0.3663
4 N 0.4728 -0.7519 0.7634
5 N 0.6105 0.6759 -0.8552
6 N -0.1327 -0.1064 -0.1827
7 F -2.6144 0.2229 0.8426
8 H 2.4849 -0.6918 1.5690
9 H 2.5435 1.1657 -0.7879
10 H -2.2020 0.5244 -1.1850
11 H -2.4620 -1.2026 -0.3373

#three
Entry from OMol25: C3H4FN3 in the gas phase (wB97M-V/def2-TZVPD).

Output
- Frontier orbital gap: 0.346 Ha

Cartesian coordinates (Å):
1 C 0.4665 -0.4577 -0.0205
2 C -1.1297 1.0496 -0.0409
3 C 0.2091 0.9026 -0.0057
4 H 1.7711 -1.9187 0.3716
5 H 2.5069 -0.4416 0.0736
6 H -2.5954 -0.5360 -0.0104
7 H -1.7387 1.9779 -0.0347
8 N 1.7172 -1.0536 -0.1590
9 N -0.6984 -1.1609 -0.0323
10 N -1.6293 -0.2202 -0.0883
11 F 1.1208 1.8585 -0.0535

Which of them is least stable? Easy: #one.

#one
Entry from OMol25: C2H2FNO in the gas phase (wB97M-V/def2-TZVPD).

Output
- Frontier orbital gap: 0.359 Ha

Cartesian coordinates (Å):
1 C 0.5946 0.5217 0.2477
2 C -0.7052 0.1682 0.0291
3 N 0.2622 -0.8105 0.4874
4 O 1.6223 1.4520 -0.1574
5 F 0.8808 -1.7226 -0.3304
6 H -1.5962 0.1501 0.6947
7 H -1.0586 0.2411 -0.9711

#two
Entry from OMol25: C2H2FNO in the gas phase (wB97M-V/def2-TZVPD).

Output
- Frontier orbital gap: 0.365 Ha

Cartesian coordinates (Å):
1 C -0.0121 -0.6646 -1.2779
2 C -0.2971 -0.0963 1.0813
3 N -0.0470 0.1614 -0.2428
4 O -1.2661 0.0514 1.7561
5 F 0.4716 -0.1078 -2.3932
6 H 0.7489 -0.4869 1.3823
7 H 0.4018 1.1427 -0.3058

Which of them is least stable? Easy: #one.

#one
Entry from OMol25: 2 unconnected molecules or ions with the total composition C4H10N3O (wB97M-V/def2-TZVPD).

Output
- Frontier orbital gap: 0.385 Ha
- Charge: +1

Cartesian coordinates (Å):
1 C -0.2675 1.8554 -0.4485
2 C -0.0460 0.7114 0.1611
3 C 1.9156 -0.1521 -0.1349
4 C -1.1606 -0.3134 0.4538
5 N 2.9272 0.5364 0.3455
6 N -2.3264 0.0106 -0.2028
7 N -0.6877 -1.7066 0.0424
8 O 1.7954 -1.2253 -0.6986
9 H -1.2459 2.2200 -0.3470
10 H 0.5683 2.4985 -0.6554
11 H -1.3359 -0.2888 1.5966
12 H 3.0986 1.4067 0.8485
13 H 3.7899 0.0319 0.2244
14 H -2.3017 0.5236 -0.9916
15 H -3.1877 -0.3862 0.0207
16 H 0.1058 -1.5233 -0.6891
17 H -1.5071 -2.1126 -0.3035
18 H -0.1345 -2.0864 0.7782

#two
Entry from OMol25: 2 unconnected molecules or ions with the total composition C4H10N3O (wB97M-V/def2-TZVPD).

Output
- Frontier orbital gap (alpha / beta): 0.206 / 0.394 Ha
- Charge: +1

Cartesian coordinates (Å):
1 C -2.3938 1.2361 0.1572
2 C -1.7568 0.2313 1.0493
3 C -0.3970 0.0288 0.3412
4 C -0.7951 -2.1321 -0.9075
5 N -2.3171 1.7976 -0.8899
6 N -0.1140 -0.9583 -0.4157
7 N 2.6236 1.2881 -0.3517
8 O 0.3585 1.0268 0.7262
9 H -3.3075 1.5978 0.7307
10 H -1.3821 0.7853 1.8487
11 H -2.3811 -0.6664 1.0187
12 H -0.1784 -2.3939 -1.7129
13 H -0.6345 -2.7177 -0.0412
14 H -1.7948 -1.8146 -1.2865
15 H 2.9950 0.3631 -0.4416
16 H 3.2429 2.0088 -0.0616
17 H 2.3228 1.4676 -1.3572
18 H 1.3153 0.9627 0.2814

Which of them is least stable? Easy: #two.

#one
Entry from OMol25: 2 unconnected molecules or ions with the total composition C2H5BrCl2Si (wB97M-V/def2-TZVPD).

Output
- Frontier orbital gap (alpha / beta): 0.260 / 0.260 Ha

Cartesian coordinates (Å):
1 C -0.4295 -0.1003 -0.5234
2 C 0.0426 -0.1992 0.9537
3 Si -1.4636 -0.8467 1.9868
4 Cl -3.7377 0.7831 0.0573
5 Cl -2.0888 -2.6914 1.5831
6 Br -1.6526 -0.2110 4.0136
7 H 0.0005 -0.7223 -1.2129
8 H -1.4751 -0.0904 -0.6181
9 H -0.1089 0.8758 -1.0384
10 H 0.4562 0.7397 1.4443
11 H 0.7942 -1.0082 1.1639

#two
Entry from OMol25: 2 unconnected molecules or ions with the total composition C2H5BrCl2Si (wB97M-V/def2-TZVPD).

Output
- Frontier orbital gap: 0.300 Ha

Cartesian coordinates (Å):
1 C -1.5176 1.2304 -0.1060
2 C -1.2897 -0.1504 -0.5289
3 Si 0.3776 -0.7298 -0.5765
4 Cl 3.4293 -1.4102 2.0556
5 Cl 1.2799 -2.4896 -0.9770
6 Br 2.0937 0.7096 -0.5970
7 H -0.6439 1.8453 -0.0999
8 H -2.3106 1.4755 -0.7415
9 H -1.9933 1.1560 0.9062
10 H -2.1221 -0.8975 -0.5213
11 H 2.6967 -0.7393 1.1863

Which of them is least stable? Easy: #two.

#one
Entry from OMol25: C13H16N2O5 in the gas phase (wB97M-V/def2-TZVPD).

Output
- Frontier orbital gap: 0.367 Ha

Cartesian coordinates (Å):
1 C 0.3702 -1.1362 -2.7938
2 C 0.7465 0.3448 -2.5620
3 C -1.1610 -1.2706 -3.0374
4 C -1.7628 -0.0310 -3.6796
5 C 0.4852 0.3247 -0.0245
6 C -0.8784 -0.3405 0.1722
7 C 0.6557 1.4262 1.0315
8 C 0.6463 0.9106 2.4699
9 C -0.5391 0.8905 3.1925
10 C 1.8167 0.4574 3.0546
11 C -0.5500 0.4058 4.4984
12 C 1.8114 -0.0293 4.3505
13 C 0.6205 -0.0487 5.0831
14 H 0.2160 -2.2240 -1.0618
15 H 1.0957 -2.9251 -2.2268
16 H 0.8792 -1.3228 -3.7358
17 H -1.3152 -2.1452 -3.6748
18 H -1.6854 -1.4289 -2.1028
19 H -2.2639 0.7539 -5.3120
20 H 0.9343 1.9010 -1.3660
21 H 1.2138 -0.4752 0.1385
22 H -0.1020 2.1809 0.8759
23 H 1.6198 1.8879 0.8270
24 H -1.4473 1.2380 2.7813
25 H 2.7655 0.4774 2.4943
26 H -1.4848 0.3864 5.0889
27 H 2.7534 -0.3675 4.7662
28 H 0.6169 -0.4045 6.1074
29 H -1.6971 0.9000 -1.0936
30 N 0.8993 -2.0459 -1.7916
31 N 0.6327 0.9257 -1.3295
32 O 1.0536 1.0180 -3.5315
33 O -2.0557 0.9744 -3.0696
34 O -1.9361 -0.1449 -4.9958
35 O -1.0151 -1.3527 0.8150
36 O -1.9387 0.2893 -0.3582

#two
Entry from OMol25: a molecular structure, C13H16N2O5 (wB97M-V/def2-TZVPD).

Output
- Frontier orbital gap: 0.343 Ha

Cartesian coordinates (Å):
1 C -3.3430 0.7887 0.0542
2 C -1.8940 0.2492 0.1949
3 C -4.2747 -0.2558 -0.3739
4 C -4.1988 -1.5365 0.4387
5 C 0.4800 1.1128 0.2826
6 C 1.0395 2.5964 0.5474
7 C 1.1481 0.2133 -0.6842
8 C 2.3892 -0.6609 -0.2915
9 C 3.6593 -0.0001 -0.4227
10 C 2.2950 -2.0493 0.1228
11 C 4.7707 -0.6759 -0.2349
12 C 3.4851 -2.6538 0.5286
13 C 4.7472 -1.9566 0.3409
14 H -3.1003 1.8609 -1.7004
15 H -3.6564 2.9107 -0.4747
16 H -3.5634 0.9490 1.1247
17 H -5.2940 0.3341 -0.3017
18 H -3.9939 -0.5986 -1.3315
19 H -3.5736 -3.5826 0.0938
20 H -1.2982 2.2110 0.1756
21 H 0.9779 0.7481 1.2202
22 H 0.3388 -0.5695 -0.9816
23 H 1.6929 0.6503 -1.6110
24 H 3.7066 1.0409 -0.8757
25 H 1.2683 -2.5792 0.1048
26 H 5.8270 -0.5241 -0.5488
27 H 3.6381 -3.5901 1.0415
28 H 5.7443 -2.4623 0.3956
29 H 2.4884 3.6946 0.8587
30 N -3.5505 1.9035 -0.8086
31 N -1.0058 1.2478 0.1482
32 O -1.6914 -0.9554 0.2250
33 O -3.9649 -1.5917 1.7260
34 O -3.9655 -2.5461 -0.4058
35 O 0.3576 3.5751 0.6433
36 O 2.3146 2.7018 0.7797

Which of them is least stable? Easy: #two.

#one
Entry from OMol25: 2 unconnected molecules or ions with the total composition C5H12NP (wB97M-V/def2-TZVPD).

Output
- Frontier orbital gap: 0.368 Ha

Cartesian coordinates (Å):
1 C -3.8645 0.2043 -0.0578
2 C -2.9412 0.4366 1.0371
3 C 2.6993 0.4256 0.7566
4 C 2.1221 0.3713 -0.6837
5 C 0.6969 -0.0911 -0.5317
6 N -2.7248 0.0524 -0.4284
7 P 0.5710 -1.8541 -0.0798
8 H -0.7854 -1.9600 -0.0612
9 H -4.8259 0.4814 -0.4425
10 H -2.5707 1.4569 1.0806
11 H -2.7568 -0.4454 1.6092
12 H 3.4555 1.2451 0.7688
13 H 1.8321 0.7800 1.3823
14 H 3.1236 -0.5482 1.0010
15 H 2.2375 1.3092 -1.1952
16 H 2.7236 -0.1888 -1.4629
17 H 0.2292 0.5701 0.3061
18 H 0.1207 0.0737 -1.5106
19 H 0.6577 -2.3189 -1.4878

#two
Entry from OMol25: 2 unconnected molecules or ions with the total composition C5H12NP (wB97M-V/def2-TZVPD).

Output
- Frontier orbital gap (alpha / beta): 0.255 / 0.255 Ha

Cartesian coordinates (Å):
1 C 0.4690 -1.2651 -1.0681
2 C 0.4980 -0.5972 0.1371
3 C -0.5112 -2.3768 -1.4640
4 C 1.4617 0.4516 0.2561
5 C -0.4964 -0.8451 1.2072
6 N -0.7629 3.7148 0.4290
7 P -1.4976 2.8692 -0.7611
8 H 1.2049 -1.0705 -1.8403
9 H 0.0438 -2.9323 -2.1477
10 H -1.4711 -2.0657 -1.9496
11 H -0.6529 -3.0688 -0.6108
12 H 2.0750 0.2266 1.1298
13 H 0.8835 1.3648 0.4452
14 H 2.1344 0.6454 -0.6101
15 H -0.5626 0.1257 1.8055
16 H -0.1415 -1.5823 1.9109
17 H -1.4662 -1.2992 1.1774
18 H 0.1468 3.4340 0.9305
19 H -1.3547 4.2711 1.0229

Which of them is least stable? Easy: #one.